This record from the OMol25 dataset describes a cluster of 19 separate species, C30H82Cl16O11 in total in a non-equilibrium geometry. The level of theory is ωB97M-V/def2-TZVPD.

Values from the calculation:
* E_LUMO: 0.11 eV
* frontier orbital gap: 10.095 eV

ORCA input file:
```
! RIJCOSX wB97M-V def2-TZVPD def2/J DEFGRID3
* xyz 0 1
C 6.44 3.69 -3.16
C 5.79 2.34 -3.31
O 4.74 2.49 -4.30
H 5.62 4.36 -2.84
H 6.83 4.04 -4.12
H 7.30 3.64 -2.49
H 5.24 2.19 -2.37
H 6.44 1.51 -3.64
H 4.26 1.65 -4.40
C -0.53 -1.56 4.96
C -0.17 -0.99 3.57
O 0.52 0.18 3.74
H 0.36 -1.85 5.55
H -1.15 -2.43 4.89
H -1.15 -0.85 5.52
H -1.05 -0.89 2.87
H 0.57 -1.69 3.08
H 1.17 0.23 3.04
C -5.36 -0.36 -5.16
C -6.14 -0.23 -3.87
O -5.63 0.75 -2.96
H -4.32 -0.50 -4.88
H -5.41 0.55 -5.77
H -5.78 -1.15 -5.73
H -6.05 -1.22 -3.50
H -7.22 -0.08 -3.95
H -4.81 0.31 -2.57
C 1.33 1.97 -3.75
C 1.27 1.62 -5.20
O 2.13 0.46 -5.29
H 2.24 2.43 -3.37
H 1.18 1.18 -3.06
H 0.52 2.69 -3.61
H 1.66 2.41 -5.82
H 0.28 1.30 -5.55
H 2.19 0.27 -6.24
C 0.22 -2.44 -6.31
C -0.40 -1.60 -5.15
O 0.57 -1.59 -4.05
H 0.36 -3.45 -5.90
H 1.17 -2.03 -6.63
H -0.47 -2.52 -7.14
H -1.34 -2.03 -4.84
H -0.62 -0.62 -5.54
H 1.23 -0.95 -4.30
C -5.69 -3.85 1.10
C -5.04 -2.62 1.73
O -4.48 -1.74 0.73
H -6.61 -3.54 0.57
H -5.88 -4.63 1.84
H -4.97 -4.32 0.38
H -4.25 -2.89 2.45
H -5.79 -2.08 2.30
H -4.21 -0.92 1.13
C 3.39 0.92 -0.24
C 2.33 0.88 0.83
O 2.74 0.46 2.13
H 3.00 1.10 -1.23
H 3.89 -0.04 -0.36
H 4.28 1.59 -0.02
H 1.59 0.15 0.44
H 1.80 1.80 0.80
H 3.47 1.08 2.44
C 6.60 0.94 5.03
C 5.47 0.55 4.10
O 4.85 1.75 3.54
H 7.15 0.06 5.43
H 6.23 1.48 5.86
H 7.40 1.47 4.47
H 4.75 -0.16 4.61
H 5.74 0.00 3.23
H 4.32 2.19 4.27
C 1.69 4.65 4.64
C 1.16 3.27 4.98
O 2.31 2.38 5.08
H 2.20 4.49 3.72
H 2.34 5.10 5.44
H 0.85 5.34 4.51
H 0.50 3.03 4.10
H 0.48 3.24 5.83
H 1.94 1.46 5.05
C -3.64 1.28 4.78
C -3.09 0.63 3.57
O -4.05 0.61 2.54
H -4.00 2.25 4.46
H -2.87 1.38 5.57
H -4.51 0.69 5.17
H -2.91 -0.43 3.77
H -2.09 1.03 3.29
H -4.43 1.48 2.34
C -2.89 -4.50 -2.30
C -2.36 -3.14 -1.81
O -3.34 -2.15 -1.95
H -2.29 -5.36 -1.88
H -2.84 -4.55 -3.42
H -3.95 -4.67 -1.95
H -1.55 -2.86 -2.44
H -1.95 -3.14 -0.77
H -3.96 -2.14 -1.20
C 0.53 4.28 -0.47
Cl 2.30 4.33 -0.28
Cl -0.20 5.91 -0.83
H 0.25 3.58 -1.26
H 0.10 3.91 0.40
C 2.17 -4.42 -0.39
Cl 2.65 -2.74 -0.23
Cl 1.95 -4.90 -2.10
H 2.91 -5.04 0.07
H 1.21 -4.62 0.10
C -1.19 -5.17 2.58
Cl -1.07 -3.74 1.39
Cl -2.76 -5.42 3.28
H -0.93 -6.06 1.97
H -0.52 -5.08 3.41
C 4.29 -2.79 3.01
Cl 3.69 -4.37 3.47
Cl 5.65 -3.01 1.87
H 3.52 -2.40 2.39
H 4.53 -2.14 3.85
C -2.42 5.14 2.57
Cl -2.99 5.40 4.17
Cl -1.75 3.48 2.37
H -3.21 5.18 1.86
H -1.65 5.88 2.36
C -6.53 2.45 -0.20
Cl -7.75 3.75 -0.02
Cl -4.85 2.90 0.22
H -6.74 1.63 0.49
H -6.51 2.17 -1.27
C -1.46 0.43 -1.77
Cl -1.32 0.81 -0.06
Cl -2.11 1.77 -2.91
H -0.47 0.31 -2.19
H -2.04 -0.43 -1.83
C 3.85 -2.31 -4.10
Cl 5.14 -1.09 -3.70
Cl 4.01 -2.72 -5.89
H 3.97 -3.21 -3.48
H 2.90 -1.82 -3.95
*
```